1.
Below is a 2-piece molecular cluster, CN2O2 overall, with properties calculated with ωB97M-V/def2-TZVPD.

Structure (XYZ):
```
5
Properties=species:S:1:pos:R:3:lowdin_charge:R:1
C -1.264 0.114 0.091 -0.46
N 1.667 -0.654 0.057 0.04
N 2.086 0.264 -0.363 0.05
O -1.520 -0.864 0.609 0.22
O -0.968 1.140 -0.394 0.16
```

Values from the calculation:
gap between HOMO and LUMO: 13.741 eV
2S+1: 1
LUMO level: 0.67 eV
net charge: 0
HOMO level: -13.070 eV
E_tot: -298.175403 Eh



2.
Below is a 2-piece molecular cluster, C5H12S2 overall, with properties calculated with ωB97M-V/def2-TZVPD.

Structure (XYZ):
```
19
Properties=species:S:1:pos:R:3:lowdin_charge:R:1
C -0.993 -0.483 -0.978 -0.45
C -0.764 -1.798 -1.906 -0.07
C -2.302 -0.221 -0.450 -0.71
S -2.120 1.047 0.835 0.66
S 2.018 -0.571 -0.405 0.71
C 1.517 0.830 0.683 -0.66
C 2.546 0.836 1.744 -0.25
H -0.778 0.523 -1.260 0.07
H -0.349 -0.727 -0.082 0.03
H -0.999 -1.578 -2.987 0.08
H -1.553 -2.514 -1.538 0.08
H 0.226 -2.224 -1.766 0.02
H -2.996 0.064 -1.264 0.09
H -2.769 -1.029 0.113 0.06
H 1.563 1.725 0.066 0.07
H 0.613 0.673 1.309 0.05
H 2.310 1.421 2.694 0.11
H 3.465 1.239 1.319 0.06
H 2.866 -0.172 1.958 0.04
```

Values from the calculation:
gap between HOMO and LUMO: 3.789 eV
2S+1: 1
LUMO level: -4.17 eV
net charge: 0
HOMO level: -7.961 eV
E_tot: -993.852312 Eh



3.
Below is one molecule with the formula C4H9O2, with properties calculated with ωB97M-V/def2-TZVPD.

Structure (XYZ):
```
15
Properties=species:S:1:pos:R:3:lowdin_charge:R:1
C -2.458 0.014 -0.270 -0.11
C -1.245 -0.705 0.286 -0.21
C 0.086 -0.094 -0.194 -0.48
C 1.289 -0.967 0.210 -0.23
O 2.473 -0.348 -0.203 -0.07
O 0.258 1.136 0.239 0.10
H -3.392 -0.469 0.025 0.07
H -2.496 1.047 0.075 0.07
H -2.436 0.043 -1.359 0.07
H -1.257 -0.674 1.380 0.12
H -1.276 -1.767 0.019 0.12
H 0.074 -0.011 -1.294 0.19
H 1.322 -1.103 1.296 0.13
H 1.245 -1.966 -0.235 0.13
H 2.353 0.624 -0.104 0.09
```

Values from the calculation:
gap between HOMO and LUMO (spin up / spin down): 11.196 / 8.110 eV
2S+1: 2
LUMO level (spin up / spin down): 1.04 / -1.86 eV
net charge: 0
HOMO level (spin up / spin down): -10.160 / -9.967 eV
E_tot: -308.202403 Eh
<S²>: 0.754



4.
Below is a 2-piece molecular cluster, CH3N3O3 overall, with properties calculated with ωB97M-V/def2-TZVPD.

Structure (XYZ):
```
10
Properties=species:S:1:pos:R:3:lowdin_charge:R:1
C -0.939 -0.947 0.710 -0.28
N 1.243 1.341 0.777 0.13
N -1.418 0.072 -1.288 0.14
N 1.170 0.615 -0.166 -0.33
O 0.238 -1.100 0.475 0.05
O 1.659 0.296 -1.190 0.06
O -1.836 -0.344 -0.093 -0.07
H -1.383 -1.289 1.557 0.12
H 2.068 2.015 0.885 0.12
H -0.802 -0.658 -1.667 0.06
```

Values from the calculation:
gap between HOMO and LUMO (spin up / spin down): 7.843 / 9.874 eV
2S+1: 1
LUMO level (spin up / spin down): -0.80 / -0.45 eV
net charge: 0
HOMO level (spin up / spin down): -8.645 / -10.323 eV
E_tot: -429.629170 Eh



5.
Below is C36H37FN8Pt as an isolated structure, with properties calculated with ωB97M-V/def2-TZVPD.

Structure (XYZ):
```
83
Properties=species:S:1:pos:R:3:lowdin_charge:R:1
Pt -0.024 -1.020 0.178 1.05
N 4.098 -0.036 1.102 0.11
C 4.299 -0.588 -0.133 -0.07
C 3.096 -1.090 -0.497 -0.12
N 2.162 -0.852 0.476 -0.03
C 2.794 -0.195 1.451 -0.23
C 2.298 0.299 2.735 -0.27
N 1.070 0.242 3.178 0.12
C 1.083 0.796 4.427 -0.12
C 2.342 1.204 4.751 -0.09
N 3.113 0.877 3.670 0.10
H 4.789 0.482 1.614 0.15
H 5.253 -0.575 -0.630 0.12
H 2.842 -1.630 -1.395 0.12
H 0.184 0.865 5.018 0.10
H 2.753 1.660 5.636 0.11
H 4.095 1.072 3.588 0.14
N -0.799 6.104 0.856 0.17
C -0.416 7.401 0.602 -0.19
C -0.888 8.630 1.051 -0.02
C -0.226 9.752 0.593 -0.09
C 0.875 9.650 -0.274 -0.09
C 1.338 8.428 -0.714 -0.01
C 0.675 7.282 -0.272 -0.23
N 0.927 5.952 -0.538 0.18
C 0.038 5.284 0.142 -0.28
C -0.047 3.824 0.172 -0.13
C -0.865 3.127 1.048 0.01
C -0.862 1.746 1.045 -0.11
N -0.103 1.025 0.224 -0.12
C 0.659 1.694 -0.657 -0.11
C 0.726 3.069 -0.705 0.01
H -1.588 5.812 1.403 0.15
H -1.727 8.706 1.731 0.11
H -0.556 10.730 0.919 0.10
H 1.372 10.556 -0.596 0.10
H 2.191 8.345 -1.375 0.11
H -1.498 3.646 1.756 0.11
H -1.483 1.180 1.725 0.12
H 1.235 1.087 -1.340 0.11
H 1.364 3.577 -1.415 0.12
F -6.062 -1.138 -1.037 0.03
C -4.735 -1.104 -0.754 -0.30
C -3.917 -0.261 -1.474 -0.03
C -2.558 -0.240 -1.180 -0.13
C -2.002 -1.050 -0.185 -0.32
C -2.878 -1.875 0.522 -0.10
C -4.243 -1.907 0.251 -0.02
H -4.341 0.371 -2.246 0.11
H -1.927 0.430 -1.754 0.09
H -2.491 -2.511 1.308 0.07
H -4.921 -2.537 0.813 0.11
C -1.297 -6.587 -3.366 -0.06
C -0.962 -5.156 -3.020 -0.29
C -1.035 -4.164 -3.983 -0.05
C -0.618 -2.880 -3.655 -0.29
C -0.664 -1.768 -4.673 -0.06
C -0.179 -2.610 -2.373 -0.06
C -0.240 -3.541 -1.298 -0.27
C -0.582 -4.853 -1.715 0.00
N 0.014 -3.076 -0.009 -0.12
C 0.364 -3.903 1.187 -0.60
C -0.246 -5.306 1.366 -0.07
C -0.083 -3.150 2.452 -0.09
C 1.895 -4.075 1.228 -0.06
H -1.581 -6.685 -4.414 0.07
H -2.118 -6.959 -2.748 0.08
H -0.435 -7.234 -3.185 0.08
H -1.382 -4.396 -4.986 0.10
H -0.783 -2.157 -5.685 0.07
H 0.243 -1.160 -4.636 0.07
H -1.513 -1.111 -4.464 0.07
H 0.231 -1.627 -2.175 0.06
H -0.595 -5.670 -1.031 0.07
H -1.316 -5.312 1.152 0.09
H -0.114 -5.578 2.418 0.08
H 0.258 -6.071 0.783 0.07
H -1.137 -3.352 2.660 0.07
H 0.042 -2.076 2.338 0.02
H 0.503 -3.482 3.314 0.08
H 2.239 -4.541 0.300 0.08
H 2.195 -4.709 2.070 0.08
H 2.382 -3.106 1.336 0.05
```

Values from the calculation:
gap between HOMO and LUMO: 5.245 eV
2S+1: 1
LUMO level: -0.56 eV
net charge: 0
HOMO level: -5.806 eV
E_tot: -2051.300905 Eh



6.
Below is C21H28AuN3O5PS3 as an isolated structure, with properties calculated with ωB97M-V/def2-TZVPD.

Structure (XYZ):
```
62
Properties=species:S:1:pos:R:3:lowdin_charge:R:1
Au 1.014 0.619 -0.062 0.46
O 2.987 -2.294 -2.657 0.03
C 2.604 -1.516 -1.795 -0.61
O 1.552 -0.791 -1.834 -0.18
C 3.466 -1.429 -0.528 -0.19
C 4.614 -2.204 -0.427 0.00
C 5.358 -2.137 0.738 -0.06
C 4.936 -1.304 1.763 -0.06
C 3.782 -0.563 1.573 -0.14
N 3.069 -0.629 0.452 0.03
H 4.886 -2.835 -1.260 0.12
H 6.259 -2.728 0.847 0.11
H 5.487 -1.222 2.689 0.10
H 3.410 0.114 2.335 0.10
C 0.637 5.875 -1.019 -0.06
C -0.452 4.879 -0.706 -0.29
O 0.137 3.810 0.074 -0.39
P -0.731 3.031 1.157 -0.13
S -2.447 2.409 0.304 0.39
S 0.449 1.706 2.031 0.33
O -1.243 4.129 2.189 -0.35
C -0.506 4.521 3.369 -0.28
C 0.620 5.468 3.023 -0.08
H 0.247 6.653 -1.677 0.08
H 1.469 5.382 -1.522 0.08
H 1.010 6.344 -0.109 0.07
H -0.866 4.436 -1.612 0.10
H -1.268 5.335 -0.145 0.11
H -0.133 3.625 3.865 0.07
H -1.249 4.991 4.009 0.12
H 1.345 4.984 2.367 0.07
H 1.136 5.772 3.936 0.08
H 0.238 6.362 2.530 0.08
C 0.014 -4.078 -2.919 -0.08
C -1.257 -3.711 -2.164 -0.23
C -1.889 -2.414 -2.652 -0.14
N -1.203 -1.211 -2.157 0.07
C -1.789 -0.114 -1.731 -0.77
S -0.974 1.386 -1.772 0.70
N -3.076 -0.145 -1.270 0.07
C -3.745 -1.161 -0.551 -0.41
O -4.945 -1.239 -0.614 0.13
C -2.902 -2.004 0.336 -0.16
C -3.332 -3.294 0.626 -0.02
C -2.569 -4.100 1.455 -0.07
C -1.389 -3.610 2.003 -0.07
C -0.976 -2.312 1.736 -0.06
C -1.734 -1.505 0.901 -0.04
H 0.384 -5.054 -2.601 0.08
H 0.820 -3.363 -2.767 0.05
H -0.181 -4.133 -3.993 0.08
H -1.064 -3.630 -1.091 0.10
H -2.001 -4.501 -2.289 0.11
H -2.935 -2.363 -2.370 0.11
H -1.853 -2.376 -3.745 0.13
H -0.174 -1.150 -2.280 0.10
H -3.618 0.697 -1.391 0.11
H -4.257 -3.652 0.192 0.12
H -2.892 -5.109 1.674 0.11
H -0.792 -4.244 2.647 0.11
H -0.067 -1.921 2.173 0.10
H -1.419 -0.483 0.716 0.05
```

Values from the calculation:
gap between HOMO and LUMO (spin up / spin down): 7.461 / 5.853 eV
2S+1: 2
LUMO level (spin up / spin down): -0.15 / -1.71 eV
net charge: 0
HOMO level (spin up / spin down): -7.614 / -7.561 eV
E_tot: -3029.222899 Eh
<S²>: 0.755



7.
Below is CH3BrO3P as an isolated structure, with properties calculated with ωB97M-V/def2-TZVPD.

Structure (XYZ):
```
9
Properties=species:S:1:pos:R:3:lowdin_charge:R:1
C -1.226 -0.356 0.005 -0.15
O 1.321 -0.643 -0.467 -0.92
O 0.844 1.024 1.390 -0.43
O 0.219 1.528 -1.131 -0.37
P 0.372 0.619 0.012 0.12
Br 2.891 -0.926 0.121 0.71
H -1.241 -1.189 0.571 -0.02
H -1.843 0.549 0.474 0.09
H -1.336 -0.606 -0.975 -0.02
```

Values from the calculation:
gap between HOMO and LUMO: 8.419 eV
2S+1: 1
LUMO level: 3.33 eV
net charge: -1
HOMO level: -5.090 eV
E_tot: -3181.086357 Eh